113
Properties=species:S:1:pos:R:3:forces:R:3 method="wB97M-V/def2-TZVPD" homo_ev=-3.686 homo_lumo_gap_ha=0.1988 total_charge=-1 e_lumo_ev=1.72 energy_ha=-2909.5801 fmax_ev_per_a=18.645
N 22.474000 63.544000 40.921000 -7.376 3.139 -5.543
H 22.168000 63.688000 41.925000 -1.012 0.727 -0.194
H 23.194000 63.181000 40.983000 16.315 -9.023 -0.183
H 22.597000 64.437000 40.404000 -1.032 -2.317 0.736
H 21.724000 63.040000 40.419000 1.085 -0.243 0.172
N 19.416000 64.706000 44.182000 7.439 5.485 1.923
H 18.713000 64.279000 43.838000 -6.595 -3.979 -3.308
H 20.282000 64.162000 44.083000 -0.551 0.001 -1.019
H 19.413000 64.956000 45.144000 -0.934 0.147 0.960
H 19.621000 65.572000 43.601000 -0.431 -1.336 -0.109
P 20.008000 64.068000 41.076000 0.353 -0.406 4.767
O 18.943000 65.036000 41.370000 -2.149 1.836 0.036
O 21.252000 64.516000 42.013000 -5.722 4.599 4.681
O 20.527000 63.831000 39.707000 2.630 9.873 4.583
O 19.744000 62.648000 41.603000 -2.299 3.137 0.062
O 24.513000 62.461000 43.227000 -6.797 -11.960 -0.016
C 23.805000 61.774000 44.025000 4.698 -0.521 -2.376
O 22.887000 62.183000 44.870000 -0.561 1.230 -0.454
C 22.237000 63.469000 44.723000 -4.231 -1.482 -0.673
C 21.484000 63.687000 46.015000 -1.270 -2.470 0.872
C 24.263000 60.367000 44.331000 -0.218 -1.362 -0.859
H 21.365000 63.348000 43.989000 2.142 -0.750 -0.008
H 22.775000 64.298000 44.303000 -0.449 -0.414 0.691
H 21.074000 64.648000 46.123000 0.061 1.479 0.359
H 22.073000 63.391000 46.832000 1.342 0.499 1.341
H 20.595000 62.966000 46.294000 1.294 0.966 -1.569
H 23.429000 59.651000 44.196000 0.210 0.444 -0.166
H 24.412000 60.346000 45.376000 0.603 -0.249 1.430
H 25.167000 59.911000 43.777000 -1.485 1.485 0.688
O 23.690000 69.121000 42.621000 -1.681 -4.609 -2.483
C 23.237000 68.040000 42.076000 1.181 3.872 2.201
O 23.735000 67.596000 40.915000 -0.241 -1.205 0.193
C 23.187000 66.350000 40.310000 0.076 2.252 -3.499
C 23.840000 66.154000 38.890000 3.624 1.772 2.900
C 22.086000 67.238000 42.613000 -1.233 3.475 -4.191
H 22.151000 66.453000 40.036000 -0.773 0.636 0.595
H 23.198000 65.408000 40.801000 1.566 1.247 1.745
H 23.581000 65.184000 38.611000 -0.565 -1.399 -1.108
H 24.983000 66.102000 39.131000 -1.878 -0.004 -0.682
H 23.768000 66.943000 38.128000 -0.792 -0.324 0.458
H 22.320000 66.403000 43.081000 1.503 -5.070 0.243
H 21.236000 67.271000 41.850000 1.343 -1.074 0.896
H 21.652000 67.585000 43.450000 -1.335 3.133 2.902
O 24.186000 62.712000 35.578000 -3.585 4.399 -0.032
C 23.345000 63.661000 35.830000 3.848 -1.738 1.681
O 23.567000 65.006000 35.519000 -1.042 -1.882 0.377
C 24.497000 65.244000 34.517000 1.189 1.121 -1.742
C 23.849000 65.056000 33.084000 0.121 0.645 3.000
C 22.234000 63.448000 36.814000 1.625 -2.656 -0.388
H 25.391000 64.657000 34.680000 0.037 -0.765 -0.250
H 24.923000 66.282000 34.644000 -1.059 -0.673 -0.129
H 23.605000 64.052000 32.913000 -0.443 -1.726 0.169
H 24.571000 65.255000 32.346000 0.588 1.090 -1.143
H 22.903000 65.605000 33.125000 0.420 0.334 -0.667
H 21.678000 64.104000 37.387000 -0.768 2.631 0.110
H 22.556000 62.739000 37.646000 0.137 0.766 -1.587
H 21.551000 62.825000 36.266000 -0.623 -0.428 -0.071
O 27.880000 66.909000 44.037000 -1.359 -3.198 1.936
C 27.557000 65.890000 44.714000 1.191 2.944 -2.919
O 26.601000 65.017000 44.379000 -0.032 1.642 -0.739
C 25.697000 65.334000 43.216000 -0.487 1.760 1.221
C 24.563000 64.418000 43.481000 10.531 2.539 -14.000
C 28.275000 65.527000 45.967000 1.314 4.019 0.801
H 26.198000 65.473000 42.267000 0.685 -1.858 -0.349
H 25.248000 66.295000 43.115000 0.435 2.098 1.756
H 25.093000 63.441000 43.293000 1.182 4.380 1.762
H 23.948000 64.432000 42.551000 0.297 0.089 0.776
H 24.053000 64.544000 44.175000 -6.132 2.417 11.236
H 27.527000 65.249000 46.683000 -0.223 0.384 0.914
H 29.060000 66.497000 46.259000 -2.705 -2.940 -0.584
H 28.869000 64.684000 45.884000 1.303 -1.717 -0.619
O 21.911000 61.151000 38.128000 1.447 -2.884 -0.300
C 20.753000 61.006000 38.452000 1.609 9.203 0.160
O 20.128000 60.020000 38.783000 -3.288 -8.298 1.988
C 20.662000 58.685000 38.541000 1.102 1.939 -5.879
C 19.830000 57.559000 38.829000 -3.448 0.271 -8.338
C 19.982000 62.306000 38.649000 -4.383 -6.271 -7.635
H 21.542000 58.414000 38.935000 3.662 0.537 2.520
H 21.041000 58.692000 37.421000 -1.183 0.109 1.691
H 18.849000 57.649000 38.247000 0.906 -0.252 1.178
H 19.729000 57.537000 39.746000 -2.005 -0.190 9.243
H 20.192000 56.592000 38.610000 1.153 -0.810 -0.903
H 20.401000 63.306000 38.750000 0.639 -1.583 -4.282
H 19.344000 62.476000 39.449000 -1.251 -1.914 1.470
H 19.125000 62.312000 37.821000 1.344 -0.448 0.583
O 22.671000 60.654000 41.505000 0.185 -1.929 1.099
C 21.745000 59.977000 41.947000 0.717 0.368 -1.983
O 21.640000 58.603000 41.966000 3.926 -1.064 0.163
C 22.924000 57.837000 41.704000 0.491 1.034 -1.518
C 22.559000 56.382000 41.489000 -4.378 1.662 1.606
C 20.473000 60.528000 42.177000 -4.436 -3.384 1.052
H 23.850000 58.023000 42.401000 -2.321 -0.239 -0.603
H 23.343000 58.114000 40.699000 -0.493 0.612 0.865
H 21.900000 56.218000 40.595000 0.749 0.361 0.698
H 21.946000 56.054000 42.381000 0.755 -0.062 -0.869
H 23.417000 55.863000 41.417000 2.867 -2.161 -0.302
H 20.143000 61.457000 41.686000 1.191 0.193 0.010
H 20.011000 60.524000 43.180000 0.942 0.213 0.167
H 19.672000 59.830000 41.713000 1.321 0.351 0.443
O 25.510000 63.841000 39.536000 -2.692 0.304 3.179
C 25.939000 63.237000 38.634000 3.837 -1.088 -0.755
O 26.284000 61.870000 38.645000 -1.050 1.173 -1.428
C 25.592000 61.061000 39.630000 -3.821 -2.830 -6.159
C 26.160000 59.679000 39.707000 0.949 6.622 13.320
C 26.714000 64.020000 37.612000 -3.521 -1.289 -3.372
H 24.407000 60.923000 39.322000 2.860 0.700 0.658
H 25.654000 61.648000 40.369000 0.025 3.517 6.649
H 25.990000 59.333000 38.925000 -2.462 -6.800 -12.109
H 25.768000 59.255000 40.662000 -0.639 -0.333 -1.208
H 27.139000 59.751000 40.011000 2.845 0.054 -0.186
H 26.829000 63.286000 36.844000 1.429 -0.293 -0.799
H 27.522000 64.531000 37.972000 2.350 0.608 1.193
H 26.147000 64.797000 37.027000 -0.222 -0.622 1.179